Computed, not measured: a structure of composition C33H45N11ORb, with ωB97M-V/def2-TZVPD.

As for the HOMO energy: -10.55 eV. The value obtained for the strongest force on any atom is 4.8 eV/A. The orbital gap is 0.3186 hartree. As for the LUMO energy: -1.88 eV. The calculation puts the energy relative to the best compared isomer or geometry (same formula, charge and spin) at 101.1 kJ/mol.

```
! RIJCOSX wB97M-V def2-TZVPD def2/J DEFGRID3
* xyz 1 1
Rb 13.85540 -12.43637 7.96339
N 14.89893 -9.68831 8.20650
C 13.81414 -8.86255 7.66113
C 13.44953 -9.17333 6.18531
N 12.48274 -10.30727 6.03078
C 12.58895 -10.99567 4.74842
C 12.71766 -12.53366 4.95054
N 14.12301 -12.91291 5.09076
C 11.09762 -9.94861 6.43914
C 10.21583 -11.10207 6.84665
N 10.66315 -11.63617 8.14330
H 15.26613 -9.14036 8.95456
H 15.61078 -9.66245 7.42141
H 14.06215 -7.78121 7.67956
H 12.95279 -9.06109 8.29186
H 14.39415 -9.46347 5.80033
H 13.09898 -8.20517 5.69646
H 13.40799 -10.59168 4.20870
H 11.70681 -10.80921 4.14338
H 12.28530 -13.05169 4.09869
H 12.14712 -12.86047 5.81041
H 14.66669 -12.51442 4.36138
H 14.34655 -13.91535 5.08849
H 10.58561 -9.39121 5.64725
H 11.20005 -9.29281 7.30495
H 10.22898 -11.90562 6.06981
H 9.15641 -10.83148 6.84158
H 10.09915 -12.40035 8.54641
H 10.59634 -10.93734 8.88651
C 15.57734 -11.29308 11.74846
N 15.90929 -11.90807 10.48268
C 17.14897 -12.70886 10.59843
C 17.44445 -13.26264 9.26818
N 16.96414 -12.94065 8.08073
C 17.51088 -13.86427 7.18503
C 17.28178 -13.99713 5.80391
C 17.89848 -15.06864 5.18194
C 18.77406 -15.94230 5.85283
C 18.96987 -15.79652 7.21362
C 18.34554 -14.73450 7.87507
N 18.34211 -14.33013 9.20934
C 14.41380 -10.36787 11.59402
N 14.45609 -9.18952 11.05798
C 13.16772 -8.75835 10.94950
C 12.62732 -7.50467 10.61311
C 11.23539 -7.43231 10.61987
C 10.38449 -8.46734 11.01736
C 10.92745 -9.65348 11.50193
C 12.32313 -9.77593 11.43136
N 13.15920 -10.76414 11.85377
H 16.44384 -10.69534 12.16508
H 15.41478 -12.13835 12.43632
H 16.05165 -11.19852 9.80055
H 16.92944 -13.54108 11.28103
H 18.01258 -12.16697 11.01709
H 16.65850 -13.32096 5.26796
H 17.77843 -15.26878 4.12100
H 19.27060 -16.79874 5.28819
H 19.58912 -16.48924 7.68821
H 18.71724 -14.89605 9.92841
H 13.22115 -6.62133 10.45005
H 10.76160 -6.45536 10.35064
H 9.31133 -8.41356 10.91777
H 10.28344 -10.38830 11.92853
H 12.97177 -11.64112 12.26522
C 12.10440 -18.96313 5.46780
N 12.91681 -18.32631 6.48707
N 12.49936 -17.04501 6.82856
C 13.65470 -16.23255 7.13381
O 13.49867 -15.11830 7.61621
C 14.83020 -17.07497 6.89651
C 14.30617 -18.26366 6.45527
C 15.14156 -19.44403 6.12672
C 11.15378 -16.76258 7.01854
C 10.41110 -17.38524 8.05997
C 9.00424 -17.22133 8.12580
C 8.41808 -16.38939 7.20767
C 9.12554 -15.80508 6.11072
C 10.47071 -16.00414 6.07729
H 11.10275 -19.12450 5.86789
H 12.60099 -19.93485 5.21310
H 12.09041 -18.45814 4.49426
H 15.81369 -16.86701 7.09340
H 16.08279 -19.33076 6.58897
H 15.21984 -19.57000 5.06234
H 14.66798 -20.28189 6.64058
H 10.95652 -17.89747 8.85027
H 8.40777 -17.76703 8.83409
H 7.35265 -16.42268 7.06537
H 8.70806 -15.10700 5.46112
H 10.98573 -15.50180 5.25129
*
```